Record 1
{"formula": "C3H6N2O2S", "method": "the ωB97M-V functional and the def2-TZVPD basis", "de_lowest_ev": 7.064, "homo_lumo_gap_ev": [9.1575, 5.5354], "e_homo_ev": [-9.399, -7.894], "species": ["C", "C", "C", "N", "N", "O", "O", "S", "H", "H", "H", "H", "H", "H"], "xyz": [[4.4702, -0.1690, 1.0951], [3.7992, -0.8099, 0.3022], [3.0400, -1.5396, -0.5406], [-3.4666, 0.9467, 0.3409], [-2.2512, 0.5186, -0.1015], [-0.6236, -1.5446, -0.0366], [-2.8703, -1.6865, 1.0004], [-2.0573, -1.3278, -0.1546], [5.0481, 0.3988, 1.7620], [2.0350, -1.8157, -0.2532], [3.4020, -1.8150, -1.5161], [-4.2061, 1.0221, -0.3546], [-3.7400, 0.3294, 1.1056], [-1.9355, 0.9909, -0.9446]], "atomic_forces_ev_per_a": [[-0.334, -0.307, -0.465], [0.599, 0.488, 0.690], [-0.623, -0.344, -0.397], [0.400, -0.486, -0.167], [-0.462, 0.614, 0.405], [-0.709, 0.149, -0.307], [0.018, 0.092, -0.383], [0.856, -0.632, 0.594], [0.295, 0.281, 0.350], [-0.035, -0.041, -0.056], [0.059, -0.064, -0.117], [0.150, 0.110, -0.011], [-0.050, 0.230, -0.054], [-0.162, -0.089, -0.082]], "mulliken_charge": [0.193, -0.008, -1.149, -0.416, -0.135, -0.455, -0.553, 0.687, 0.389, 0.307, 0.283, 0.253, 0.333, 0.270]}

Record 2
{"formula": "C3H6N2O3", "method": "the ωB97M-V functional and the def2-TZVPD basis", "smiles": "NC(=O)CN(O)C=O", "de_lowest_ev": 5.356, "homo_lumo_gap_ev": 9.8480, "e_homo_ev": -9.321, "species": ["N", "C", "O", "C", "N", "O", "C", "O", "H", "H", "H", "H", "H", "H"], "xyz": [[-1.4047, 1.2545, -0.1019], [-1.3598, -0.1661, 0.0022], [-2.2031, -0.9314, -0.6851], [-0.1483, -0.4816, 1.0108], [0.8221, -0.6168, -0.0206], [1.3389, -1.7843, -0.2292], [1.6430, 0.3909, -0.5938], [1.4427, 1.5622, -0.1189], [-2.0687, 1.7796, -0.8214], [-0.6192, 1.8878, 0.2086], [-0.1446, 0.4515, 1.6648], [-0.1378, -1.3057, 1.8159], [0.4812, -2.3184, -0.7834], [2.3583, 0.2779, -1.3479]], "atomic_forces_ev_per_a": [[-1.140, 0.554, -1.613], [-4.286, -0.240, -1.782], [4.756, 3.335, 3.670], [-2.349, 1.020, 0.939], [3.507, 4.604, -1.142], [-3.167, -6.865, -3.050], [-4.503, 4.396, 5.556], [1.033, -2.899, -1.866], [1.873, -2.241, 1.983], [-1.000, -1.573, -0.396], [0.868, -0.975, -1.163], [-0.260, 0.669, -2.074], [3.783, 1.531, 2.099], [0.884, -1.315, -1.161]], "mulliken_charge": [-0.432, 0.621, -0.649, -0.681, 0.359, -0.513, -0.060, -0.626, 0.254, 0.264, 0.286, 0.327, 0.379, 0.470]}

Record 3
{"formula": "C3H6N2O3", "method": "the ωB97M-V functional and the def2-TZVPD basis", "de_lowest_ev": 8.277, "homo_lumo_gap_ev": 9.9722, "e_homo_ev": -9.758, "species": ["C", "C", "C", "H", "H", "H", "H", "H", "H", "N", "N", "O", "O", "O"], "xyz": [[2.2409, -0.7480, 1.4201], [-0.9798, -0.6662, 0.6257], [-1.2487, 1.0589, -2.1100], [3.1781, -0.6649, 1.0179], [2.1042, -0.4748, 2.5195], [-1.9348, -0.7241, 1.3119], [-0.7943, -1.4898, -0.1738], [0.6392, 1.8177, -0.9522], [-2.4677, 0.5643, -1.9730], [1.2038, -1.0068, 0.7781], [-0.2532, 0.7531, -1.1267], [0.0546, -0.8758, 1.6047], [-0.9406, 0.6969, 0.0800], [-0.8017, 1.7596, -3.0220]], "atomic_forces_ev_per_a": [[-1.924, 0.908, 3.816], [-0.550, -0.258, 1.335], [1.090, 1.615, -1.756], [2.049, -0.316, -1.387], [0.425, -0.298, -1.342], [1.614, 0.076, -1.905], [-0.895, 1.753, 1.101], [-3.601, -4.108, -1.152], [3.829, 1.379, -0.289], [-0.254, -0.144, -0.255], [1.262, 3.334, 0.782], [-0.076, 0.153, -1.811], [-0.426, -2.387, 1.815], [-2.544, -1.706, 1.048]], "mulliken_charge": [-0.312, 0.026, 0.231, 0.329, 0.247, 0.213, 0.322, 0.341, 0.222, -0.375, -0.300, -0.195, -0.246, -0.504]}

Record 4
{"formula": "C3H6N2O3", "method": "the ωB97M-V functional and the def2-TZVPD basis", "smiles": "NCC(=O)NC(=O)O", "de_lowest_ev": 0.548, "homo_lumo_gap_ev": 10.0720, "e_homo_ev": -9.509, "species": ["N", "C", "C", "O", "N", "C", "O", "O", "H", "H", "H", "H", "H", "H"], "xyz": [[-0.6912, 1.0191, 1.9037], [0.0778, -0.1342, 1.5899], [0.5774, 0.0010, 0.1453], [1.3635, 0.8491, -0.2054], [-0.0908, -0.8102, -0.7657], [-0.0596, -0.7211, -2.1666], [-0.6905, -1.4906, -2.8273], [0.7032, 0.2389, -2.7031], [-0.2813, 1.9411, 1.8213], [-1.6923, 1.0669, 1.9475], [0.9902, -0.2068, 2.1599], [-0.5411, -1.0278, 1.7013], [-0.5688, -1.6679, -0.5364], [0.9034, 0.9425, -2.0644]], "atomic_forces_ev_per_a": [[-0.174, 1.365, 0.748], [0.099, -0.021, -1.084], [-1.210, -0.771, -0.251], [0.153, 0.377, 0.120], [0.397, 0.117, -0.474], [0.503, 0.593, -0.298], [-0.043, -0.341, -0.147], [-0.627, -0.058, -0.188], [0.173, -0.521, -0.080], [0.076, -0.641, -0.244], [0.166, -0.092, 0.728], [0.238, 0.062, 0.121], [-0.162, 0.243, 0.667], [0.412, -0.311, 0.384]], "mulliken_charge": [-0.460, -0.409, 0.716, -0.659, -0.184, 0.504, -0.543, -0.465, 0.193, 0.174, 0.242, 0.284, 0.221, 0.388]}

Record 5
{"formula": "C3H6N2O3", "method": "the ωB97M-V functional and the def2-TZVPD basis", "smiles": "CC1ONC(=O)NO1", "de_lowest_ev": 5.842, "homo_lumo_gap_ev": 9.7373, "e_homo_ev": -9.065, "species": ["C", "C", "O", "N", "C", "O", "N", "O", "H", "H", "H", "H", "H", "H"], "xyz": [[-1.7898, 0.4639, 1.0406], [-0.7066, 1.1712, 0.3794], [0.5285, 1.0166, 0.8791], [0.9007, -0.3784, 0.9078], [0.8848, -0.8598, -0.4492], [1.4716, -1.9885, -0.5518], [-0.1581, -0.3618, -1.3032], [-0.7820, 0.7787, -1.0737], [-2.6252, 0.8682, 0.5138], [-1.8868, 0.8904, 2.0515], [-1.7674, -0.6607, 0.9218], [-0.9377, 2.1596, 0.5478], [1.9657, -0.5506, 1.1673], [-0.0220, -0.6312, -2.2879]], "atomic_forces_ev_per_a": [[-1.090, -1.571, 0.797], [-0.065, -2.728, -1.313], [2.628, 0.083, 0.679], [1.879, -0.134, -1.644], [-0.883, -4.078, 0.856], [-1.486, 3.874, -1.170], [4.098, -4.321, 1.013], [-0.812, 4.117, 0.948], [-1.120, -0.214, -0.313], [0.148, -0.860, -0.008], [-0.025, 1.377, 0.574], [-0.052, 2.656, -0.929], [-2.855, 1.210, -0.207], [-0.365, 0.588, 0.717]], "mulliken_charge": [-0.972, 0.228, -0.330, -0.280, 0.375, -0.642, -0.118, -0.315, 0.343, 0.315, 0.295, 0.467, 0.348, 0.285]}

Record 6
{"formula": "C3H6N2OS", "method": "the ωB97M-V functional and the def2-TZVPD basis", "de_lowest_ev": 3.998, "homo_lumo_gap_ev": 9.2428, "e_homo_ev": -9.019, "species": ["C", "C", "C", "H", "H", "H", "H", "H", "H", "N", "N", "O", "S"], "xyz": [[-0.3217, 1.9354, 0.4468], [0.9840, -1.1129, -0.3120], [-1.4073, -1.1919, -0.1928], [-1.0813, 1.8470, 1.2438], [-0.0741, 2.8969, -0.0971], [0.5708, 1.4853, 0.8930], [0.9239, -1.9957, 0.8680], [2.9145, -0.8075, -0.3606], [-1.2671, -2.2391, 0.3604], [-0.2724, -0.5827, -0.5276], [2.0568, -0.4483, -0.6742], [-2.5281, -0.7825, -0.5226], [-0.4980, 0.9960, -1.1252]], "atomic_forces_ev_per_a": [[1.081, -0.484, -1.210], [3.367, 0.566, 4.007], [-4.014, -2.845, 0.255], [-0.288, 0.534, -1.062], [-0.487, -0.481, 1.702], [0.273, 0.628, -0.133], [0.275, 2.119, -4.008], [1.105, -0.939, 0.715], [-0.155, 2.034, -0.927], [0.990, 0.735, -0.634], [-4.371, -1.541, -0.098], [2.225, -1.068, 1.264], [-0.001, 0.741, 0.130]], "mulliken_charge": [-0.716, 0.127, 0.183, 0.272, 0.280, 0.233, 0.144, 0.233, 0.137, 0.102, -0.511, -0.511, 0.027]}

Record 7
{"formula": "C3H6N2OS", "method": "the ωB97M-V functional and the def2-TZVPD basis", "smiles": "[H]/N=C(/C)N(S)C=O", "de_lowest_ev": 1.609, "homo_lumo_gap_ev": 10.4559, "e_homo_ev": -9.932, "species": ["H", "N", "C", "C", "N", "S", "C", "O", "H", "H", "H", "H", "H"], "xyz": [[2.0868, -0.6282, 0.7791], [1.5416, -1.1539, 0.0873], [0.4714, -0.5654, -0.2612], [-0.4266, -1.1753, -1.2826], [0.0830, 0.7112, 0.2771], [-0.6306, 1.9065, -0.7209], [0.2164, 0.9861, 1.6215], [-0.1449, 1.9836, 2.1912], [-0.3866, -0.5913, -2.1881], [-0.0874, -2.1600, -1.4726], [-1.4588, -1.2112, -0.9658], [-1.9178, 1.7430, -0.2711], [0.6535, 0.1550, 2.2059]], "atomic_forces_ev_per_a": [[-0.159, -0.027, -0.365], [-0.382, 0.136, 0.271], [0.753, 0.034, 0.371], [-0.089, 0.693, 0.200], [-0.181, 0.176, -0.268], [-0.667, -0.302, 0.344], [0.102, -0.217, 1.037], [-0.019, 0.037, -0.522], [-0.037, 0.147, -0.395], [0.380, -0.907, -0.227], [-0.309, 0.121, 0.221], [0.611, 0.164, -0.289], [-0.003, -0.055, -0.378]], "mulliken_charge": [0.265, -0.597, 0.693, -1.185, -0.040, -0.099, -0.008, -0.484, 0.351, 0.346, 0.313, 0.149, 0.297]}

Record 8
{"formula": "C3H6N2OS", "method": "the ωB97M-V functional and the def2-TZVPD basis", "smiles": "[H]/N=N/C/C=C\\SO", "de_lowest_ev": 4.682, "homo_lumo_gap_ev": 8.6672, "e_homo_ev": -8.369, "species": ["H", "N", "N", "C", "C", "C", "S", "O", "H", "H", "H", "H", "H"], "xyz": [[-2.9863, -1.3314, -1.2619], [-2.8048, -0.6913, -0.4082], [-1.6269, -0.9031, -0.0418], [-1.1612, 0.0791, 0.8238], [-0.2591, 0.7997, -0.0966], [1.0029, 0.4781, -0.2128], [2.1211, -0.5562, 0.5707], [3.4144, -0.1999, -0.5044], [-0.6665, -0.2814, 1.7478], [-1.9794, 0.7669, 1.1387], [-0.7706, 1.5961, -0.5050], [1.5280, 0.9909, -0.9762], [4.1883, -0.7475, -0.2739]], "atomic_forces_ev_per_a": [[0.186, 0.628, 1.734], [0.836, -0.913, -1.502], [-2.366, -1.998, -1.542], [-0.293, 1.721, 2.721], [0.396, -1.093, 2.434], [0.878, 0.796, -1.141], [0.594, -0.502, -0.161], [-0.341, -0.209, 0.509], [-0.098, -0.290, -0.664], [0.312, -0.489, -0.045], [-0.259, 1.552, -1.784], [0.774, 0.638, -0.647], [-0.618, 0.158, 0.088]], "mulliken_charge": [0.241, -0.594, 0.073, -0.490, -0.061, -0.597, 0.082, -0.478, 0.386, 0.337, 0.453, 0.326, 0.322]}

Record 9
{"formula": "C3H6N2OS", "method": "the ωB97M-V functional and the def2-TZVPD basis", "smiles": "C=C/C(=N\\O)NS", "de_lowest_ev": 5.879, "homo_lumo_gap_ev": 8.7611, "e_homo_ev": -8.624, "species": ["C", "C", "C", "N", "O", "N", "S", "H", "H", "H", "H", "H", "H"], "xyz": [[-0.3454, 2.3233, 0.1946], [-0.6075, 1.1155, -0.4649], [-0.4046, -0.0816, 0.1852], [-1.3251, -1.0248, 0.4862], [-2.4984, -0.8342, -0.4082], [0.8398, -0.3503, 0.8022], [2.0755, -0.5614, -0.3682], [0.2470, 2.5968, 1.2827], [-0.7637, 3.2304, -0.2709], [-1.3637, 0.9906, -1.1670], [-2.9169, -1.6331, -0.3175], [0.6676, -0.9698, 1.5526], [2.4515, 0.9239, -0.4318]], "atomic_forces_ev_per_a": [[0.558, -0.652, 0.479], [0.338, 4.661, 2.223], [-1.116, -5.711, 3.500], [1.205, 2.335, -3.058], [2.688, 3.321, 1.056], [-0.697, 1.692, -1.003], [0.616, 2.839, 0.508], [-1.579, -1.566, -3.494], [0.250, -0.477, 0.284], [-0.971, 0.806, -1.809], [-1.598, -3.065, 0.490], [0.813, -1.174, 0.671], [-0.506, -3.009, 0.153]], "mulliken_charge": [-0.524, -0.409, 0.559, -0.491, -0.405, -0.276, -0.182, 0.226, 0.292, 0.420, 0.313, 0.309, 0.167]}

Record 10
{"formula": "C3H6N2OS", "method": "the ωB97M-V functional and the def2-TZVPD basis", "smiles": "CN/N=C/C(=O)S", "de_lowest_ev": 4.478, "homo_lumo_gap_ev": 9.5037, "e_homo_ev": -9.229, "species": ["C", "N", "N", "C", "C", "O", "S", "H", "H", "H", "H", "H", "H"], "xyz": [[-1.4571, 0.8777, 1.5783], [-0.7224, -0.6333, 1.4592], [0.2408, -0.6336, 0.5781], [0.2629, 0.0287, -0.5596], [1.3315, -0.5272, -1.4531], [2.3290, -1.0218, -0.8878], [1.3236, -0.3338, -3.1559], [-0.8175, 1.7788, 1.3802], [-1.8069, 0.9532, 2.6391], [-2.2460, 0.9580, 0.7467], [-0.2879, -1.0585, 2.3679], [-0.4868, 0.4932, -1.0254], [2.3367, -0.8814, -3.6676]], "atomic_forces_ev_per_a": [[-0.126, -1.584, -0.155], [-0.246, 3.432, 1.991], [0.844, 0.149, -2.540], [2.248, -3.946, 1.977], [4.396, -1.047, 3.561], [-1.781, 0.529, -1.534], [-4.042, 2.184, -0.997], [0.363, -1.390, 0.198], [-0.212, -0.172, -1.232], [0.822, -0.598, 1.705], [-1.482, 1.514, -1.896], [-3.230, 2.338, -1.134], [2.445, -1.409, 0.057]], "mulliken_charge": [-0.696, -0.392, -0.059, -0.339, 0.601, -0.532, -0.279, 0.304, 0.296, 0.268, 0.292, 0.389, 0.146]}